DFT (ωB97M-V/def2-TZVPD) results for the molecule C3H6S3 at a distorted geometry.

Properties
Spin multiplicity: 1
Orbital gap: 8.32 eV
LUMO energy: -0.606 eV
SMILES: S=C[C@H](S)CS

Bonds (Å) are listed after each position.
Positions of all 12 atoms, in Å:
1 S -2.80218 -0.74903 -0.35666  C2 1.675
2 C -1.23080 -0.19557 -0.53350  S1 1.675, C3 1.462, H7 1.162
3 C -0.32257 0.39480 0.44875  C2 1.462, S4 1.874, C5 1.656, H8 1.136
4 S 0.11466 2.01013 -0.39535  C3 1.874, H9 1.325
5 C 0.97170 -0.61450 0.66648  C3 1.656, S6 1.887, H10 1.169, H11 1.043
6 S 2.42317 -0.75607 -0.53154  C5 1.887, H12 1.525
7 H -0.79719 -0.14879 -1.61009  C2 1.162
8 H -0.84090 0.47115 1.45711  C3 1.136
9 H -1.10515 2.28822 0.04129  S4 1.325
10 H 1.40269 -0.01580 1.57343  C5 1.169
11 H 0.56989 -1.51814 0.99859  C5 1.043
12 H 1.61668 -1.16641 -1.75850  S6 1.525

Here are the Löwdin charges for atoms 1 to 6, given in e: atom 1 (S): 0.623, atom 2 (C): -0.794, atom 3 (C): -0.754, atom 4 (S): 0.742, atom 5 (C): -0.542, atom 6 (S): 0.594

DFT (ωB97M-V/def2-TZVPD) results for a cluster of 4 separate species, C33H72F2O4 in total.

Properties
Spin multiplicity: 1
Orbital gap: 10.21 eV
LUMO energy: 0.669 eV
SMILES: CCCCC[C@](OC)(OCCOCC)[C@@H](OCF)[C@@H](C)F.CCCCCC.CCCCCC.CCCCCC

Bonds (Å) are listed after each position.
Positions of all 111 atoms, in Å:
1 C -2.12524 -2.01963 -1.27553  C2 1.529, H22 1.092, H23 1.093, H24 1.093
2 C -1.76816 -0.92839 -2.28510  C1 1.529, C3 1.527, H25 1.093, H26 1.090
3 C -3.00253 -0.26278 -2.88954  C2 1.527, C4 1.531, H27 1.095, H28 1.096
4 C -3.69031 0.70978 -1.92835  C3 1.531, C5 1.527, H29 1.093, H30 1.093
5 C -2.75269 1.85515 -1.55254  C4 1.527, C6 1.553, H31 1.096, H32 1.092
6 C -3.32830 3.13016 -0.87804  C5 1.553, O7 1.408, O9 1.407, C15 1.558
7 O -4.71832 3.27224 -1.05552  C6 1.408, C8 1.423
8 C -5.60376 2.65926 -0.12535  O7 1.423, H33 1.087, H34 1.089, H35 1.093
9 O -2.73899 4.26388 -1.46734  C6 1.407, C10 1.423
10 C -3.20486 4.60312 -2.76863  O9 1.423, C11 1.499, H36 1.094, H37 1.095
11 C -2.09870 5.30488 -3.49808  C10 1.499, O12 1.403, H38 1.099, H39 1.103
12 O -0.98109 4.45907 -3.55044  C11 1.403, C13 1.411
13 C 0.02886 4.91248 -4.42581  O12 1.411, C14 1.509, H40 1.099, H41 1.101
14 C 1.06949 3.82702 -4.55026  C13 1.509, H42 1.090, H43 1.091, H44 1.090
15 C -2.84508 3.26648 0.59714  C6 1.558, O16 1.411, C19 1.550, H45 1.095
16 O -3.52340 4.33766 1.21576  C15 1.411, C17 1.394
17 C -2.73715 5.47091 1.41512  O16 1.394, F18 1.366, H46 1.099, H47 1.095
18 F -3.49063 6.34204 2.14936  C17 1.366
19 C -2.91667 1.99060 1.47404  C15 1.550, C20 1.511, F21 1.387, H48 1.093
20 C -1.58726 1.65794 2.11048  C19 1.511, H49 1.090, H50 1.092, H51 1.090
21 F -3.85410 2.14865 2.48463  C19 1.387
22 H -2.26370 -2.98837 -1.76005  C1 1.092
23 H -3.05969 -1.78967 -0.75724  C1 1.093
24 H -1.35233 -2.14359 -0.51317  C1 1.093
25 H -1.14714 -1.35889 -3.07521  C2 1.093
26 H -1.15706 -0.15655 -1.81814  C2 1.090
27 H -3.71764 -1.03243 -3.19851  C3 1.095
28 H -2.72617 0.28261 -3.79861  C3 1.096
29 H -4.57431 1.13466 -2.41163  C4 1.093
30 H -4.05277 0.16845 -1.05103  C4 1.093
31 H -1.94660 1.49594 -0.90242  C5 1.096
32 H -2.24607 2.19504 -2.45858  C5 1.092
33 H -6.59273 2.73130 -0.57074  C8 1.087
34 H -5.57931 3.18183 0.82989  C8 1.089
35 H -5.37019 1.60341 0.03191  C8 1.093
36 H -3.52153 3.71256 -3.31948  C10 1.094
37 H -4.08326 5.25083 -2.68087  C10 1.095
38 H -1.86677 6.26744 -3.02001  C11 1.099
39 H -2.45610 5.52069 -4.51852  C11 1.103
40 H 0.46631 5.84836 -4.05216  C13 1.099
41 H -0.41735 5.14181 -5.40609  C13 1.101
42 H 0.71047 3.00534 -5.17051  C14 1.090
43 H 1.29457 3.43634 -3.55669  C14 1.091
44 H 1.98774 4.21783 -4.98755  C14 1.090
45 H -1.78424 3.50876 0.47357  C15 1.095
46 H -1.83248 5.23005 1.99010  C17 1.099
47 H -2.48183 5.95491 0.46649  C17 1.095
48 H -3.26413 1.14369 0.87681  C19 1.093
49 H -1.63675 0.70373 2.63581  C20 1.090
50 H -1.31553 2.43855 2.82361  C20 1.092
51 H -0.80712 1.58659 1.35193  C20 1.090
52 C -4.66431 -6.28469 3.75695  C53 1.524, H58 1.091, H59 1.091, H60 1.093
53 C -5.64547 -5.21134 3.29975  C52 1.524, C54 1.528, H61 1.094, H62 1.093
54 C -5.53906 -4.88018 1.81171  C53 1.528, C55 1.530, H63 1.093, H64 1.095
55 C -4.17138 -4.35498 1.36928  C54 1.530, C56 1.528, H65 1.095, H66 1.093
56 C -3.68671 -3.11643 2.12233  C55 1.528, C57 1.525, H67 1.093, H68 1.094
57 C -4.62658 -1.92390 1.98240  C56 1.525, H69 1.094, H70 1.089, H71 1.091
58 H -3.62866 -5.96825 3.62195  C52 1.091
59 H -4.79870 -6.52163 4.81291  C52 1.091
60 H -4.80361 -7.20661 3.18728  C52 1.093
61 H -5.49511 -4.30414 3.89241  C53 1.094
62 H -6.66636 -5.53950 3.51107  C53 1.093
63 H -6.31234 -4.15196 1.55343  C54 1.093
64 H -5.76817 -5.77983 1.23143  C54 1.095
65 H -4.21876 -4.12032 0.30052  C55 1.095
66 H -3.42427 -5.14693 1.46889  C55 1.093
67 H -2.69196 -2.85639 1.75007  C56 1.093
68 H -3.55994 -3.34996 3.18353  C56 1.094
69 H -4.76842 -1.65838 0.93037  C57 1.094
70 H -4.25116 -1.04573 2.50522  C57 1.089
71 H -5.61313 -2.13976 2.39558  C57 1.091
72 C 5.36697 0.83985 -2.41238  C73 1.524, H78 1.092, H79 1.091, H80 1.093
73 C 4.74648 0.42387 -1.08384  C72 1.524, C74 1.528, H81 1.094, H82 1.093
74 C 3.82562 -0.79104 -1.18878  C73 1.528, C75 1.530, H83 1.094, H84 1.095
75 C 2.62130 -0.60246 -2.11336  C74 1.530, C76 1.527, H85 1.095, H86 1.093
76 C 1.73415 0.59125 -1.76566  C75 1.527, C77 1.524, H87 1.093, H88 1.094
77 C 1.13014 0.51303 -0.36838  C76 1.524, H89 1.093, H90 1.093, H91 1.091
78 H 4.60734 1.14308 -3.13524  C72 1.092
79 H 6.05091 1.67968 -2.28487  C72 1.091
80 H 5.93060 0.01410 -2.85327  C72 1.093
81 H 4.20021 1.26954 -0.65549  C73 1.094
82 H 5.54134 0.19074 -0.37028  C73 1.093
83 H 3.48040 -1.06214 -0.18673  C74 1.094
84 H 4.40793 -1.64679 -1.54663  C74 1.095
85 H 2.01456 -1.51389 -2.08598  C75 1.095
86 H 2.96408 -0.50087 -3.14651  C75 1.093
87 H 0.93071 0.65531 -2.50433  C76 1.093
88 H 2.30260 1.52050 -1.86407  C76 1.094
89 H 0.54922 -0.40505 -0.24546  C77 1.093
90 H 0.46376 1.35994 -0.18669  C77 1.093
91 H 1.89407 0.52648 0.41091  C77 1.091
92 C 5.30060 -3.00987 2.33156  C93 1.524, H98 1.091, H99 1.091, H100 1.093
93 C 6.13002 -1.75802 2.59399  C92 1.524, C94 1.528, H101 1.094, H102 1.094
94 C 7.27098 -1.56515 1.59634  C93 1.528, C95 1.530, H103 1.093, H104 1.095
95 C 8.31204 -2.68622 1.57871  C94 1.530, C96 1.528, H105 1.095, H106 1.093
96 C 8.98213 -2.95674 2.92540  C95 1.528, C97 1.524, H107 1.093, H108 1.094
97 C 9.73494 -1.75491 3.48444  C96 1.524, H109 1.093, H110 1.091, H111 1.091
98 H 5.89938 -3.91741 2.42447  C92 1.091
99 H 4.47069 -3.09203 3.03443  C92 1.091
100 H 4.88322 -2.99260 1.32137  C92 1.093
101 H 6.52678 -1.78725 3.61297  C93 1.094
102 H 5.48025 -0.87940 2.55104  C93 1.094
103 H 7.76467 -0.61064 1.79801  C94 1.093
104 H 6.84215 -1.47566 0.59239  C94 1.095
105 H 9.08274 -2.43081 0.84435  C95 1.095
106 H 7.84991 -3.60967 1.21975  C95 1.093
107 H 9.67370 -3.79493 2.80773  C96 1.093
108 H 8.23327 -3.28720 3.65124  C96 1.094
109 H 10.49760 -1.41247 2.78094  C97 1.093
110 H 10.23317 -2.00010 4.42302  C97 1.091
111 H 9.06608 -0.91490 3.67892  C97 1.091

Here are the Löwdin charges for atoms 1 to 6, given in e: atom 1 (C): -0.093, atom 2 (C): -0.255, atom 3 (C): -0.206, atom 4 (C): -0.183, atom 5 (C): -0.075, atom 6 (C): -0.441